An isolated molecule of C3H6N2 in a non-equilibrium geometry. Source: the Open Molecules 2025 dataset; level of theory: wB97M-V/def2-TZVPD.

Positions of all 11 atoms, in Å:
C -0.05899 1.14606 0.64304
C -0.37224 -0.18646 -0.05586
N 0.17059 -0.18378 -1.40987
C 0.06309 -1.41102 0.66693
N 0.34898 -2.46749 1.04511
H 0.03132 1.04219 1.72705
H 0.87350 1.57339 0.25856
H -0.85456 1.86430 0.42918
H -1.46131 -0.28915 -0.12889
H 0.09542 -1.11722 -1.80610
H 1.16418 0.02917 -1.36916

Values from the calculation:
SMILES string = C[C@@H](N)C#N
E_tot = -6187.9977 eV
Highest occupied orbital energy = -0.3807 Eh
ΔE to the lowest compared entry with this formula, charge and spin = 52.8 kJ/mol

Löwdin atomic charge list, values in e, 6 entries:
1 C -0.05
2 C -0.45
3 N 0.03
4 C -0.19
5 N 0.13
6 H 0.08

=====

An isolated molecule of C3H6N2 in a non-equilibrium geometry. Source: the Open Molecules 2025 dataset; level of theory: wB97M-V/def2-TZVPD.

Positions of all 11 atoms, in Å:
C 1.98719 0.04352 -0.05651
N 1.05765 -0.80160 -0.19796
N -0.17290 -0.41504 -0.70478
C -1.36110 -0.69607 0.10887
C -0.87448 0.70990 -0.07792
H 1.84887 1.08034 -0.26632
H 2.91144 -0.30959 0.48409
H -1.20766 -1.18170 1.08000
H -2.23537 -1.00969 -0.41479
H -1.42148 1.35379 -0.73931
H -0.53217 1.22613 0.78461

Values from the calculation:
SMILES string = C=NN1CC1
E_tot = -6185.5740 eV
Highest occupied orbital energy = -0.3359 Eh
ΔE to the lowest compared entry with this formula, charge and spin = 286.7 kJ/mol

Löwdin atomic charge list, values in e, 6 entries:
1 C -0.06
2 N -0.05
3 N -0.13
4 C -0.12
5 C -0.15
6 H 0.06

=====

An isolated molecule of C3H6N2 in a non-equilibrium geometry. Source: the Open Molecules 2025 dataset; level of theory: wB97M-V/def2-TZVPD.

Positions of all 11 atoms, in Å:
C 1.98904 -0.00404 -0.10947
N 0.98092 -0.78918 -0.07510
N -0.27000 -0.40866 -0.49899
C -1.47160 -0.73387 0.04258
C -0.97025 0.74007 -0.05784
H 1.89612 1.06433 -0.03328
H 3.08044 -0.40643 0.11007
H -1.30409 -0.94725 1.10271
H -2.24092 -1.08201 -0.55053
H -1.29309 1.40865 -0.73615
H -0.39657 1.15838 0.80600

Values from the calculation:
SMILES string = C=NN1CC1
E_tot = -6184.5828 eV
Highest occupied orbital energy = -0.3227 Eh
ΔE to the lowest compared entry with this formula, charge and spin = 382.3 kJ/mol

Löwdin atomic charge list, values in e, 6 entries:
1 C -0.07
2 N -0.03
3 N -0.22
4 C -0.09
5 C -0.08
6 H 0.04

=====

An isolated molecule of C3H6N2. Source: the Open Molecules 2025 dataset; level of theory: wB97M-V/def2-TZVPD.

Positions of all 11 atoms, in Å:
C 0.08468 0.08007 -0.10861
N 0.35391 -0.26867 -1.45196
C -1.27300 -0.58054 0.54572
C 0.97862 0.61557 0.79768
N -1.17593 0.74814 0.25388
H 1.29946 -0.59322 -1.60154
H 0.10061 0.46648 -2.09897
H -1.46098 -0.91166 1.57128
H -1.53651 -1.29986 -0.23093
H 0.75214 0.61388 1.85163
H 1.87701 1.12982 0.47182

Values from the calculation:
E_tot = -6184.3138 eV
Highest occupied orbital energy (alpha / beta) = -0.3122 / -0.3124 Eh
ΔE to the lowest compared entry with this formula, charge and spin = 408.2 kJ/mol

Löwdin atomic charge list, values in e, 6 entries:
1 C -0.64
2 N 0.09
3 C -0.15
4 C 0.14
5 N 0.07
6 H 0.08

=====

A cluster of 3 separate species, C3H6N2 in total in a non-equilibrium geometry. Source: the Open Molecules 2025 dataset; level of theory: wB97M-V/def2-TZVPD.

Positions of all 11 atoms, in Å:
C 0.10253 1.43897 0.54565
N 0.63851 0.34952 -0.04561
C -0.23324 -0.54723 -0.61295
C 0.28611 -1.84816 -0.91460
N 0.69335 -2.91681 -1.11110
H -0.60980 2.01383 -0.03958
H 0.76064 2.01051 1.19360
H -1.12264 0.49738 1.14548
H 1.43293 -0.06671 0.42674
H -1.26727 -0.26179 0.69445
H -0.93911 -0.13910 -1.33105

Values from the calculation:
E_tot = -6184.6721 eV
Highest occupied orbital energy = -0.3256 Eh
ΔE to the lowest compared entry with this formula, charge and spin = 373.7 kJ/mol

Löwdin atomic charge list, values in e, 6 entries:
1 C -0.10
2 N -0.14
3 C -0.25
4 C -0.23
5 N 0.13
6 H 0.08

=====

An isolated molecule of C3H6N2 in a non-equilibrium geometry. Source: the Open Molecules 2025 dataset; level of theory: wB97M-V/def2-TZVPD.

Positions of all 11 atoms, in Å:
C 1.56363 -0.07607 -0.00804
N 0.26620 -0.65487 0.28227
C -0.72434 0.13936 -0.41543
C -2.06957 -0.05503 0.13642
N -3.11999 -0.20330 0.59690
H 1.87076 -0.37643 -1.01662
H 2.29636 -0.43491 0.71786
H 1.50587 1.03366 -0.00285
H 0.08383 -0.64403 1.27996
H -0.45001 1.21547 -0.37612
H -0.73289 -0.14236 -1.47570

Values from the calculation:
SMILES string = CNCC#N
E_tot = -6187.6039 eV
Highest occupied orbital energy = -0.3605 Eh
ΔE to the lowest compared entry with this formula, charge and spin = 90.8 kJ/mol

Löwdin atomic charge list, values in e, 6 entries:
1 C -0.14
2 N -0.13
3 C -0.26
4 C -0.20
5 N 0.14
6 H 0.08

=====

An isolated molecule of C3H6N2 in a non-equilibrium geometry. Source: the Open Molecules 2025 dataset; level of theory: wB97M-V/def2-TZVPD.

Positions of all 11 atoms, in Å:
C 2.56657 -0.40050 -0.24375
N 1.57435 -0.29280 0.53559
N 0.32098 -0.54521 0.28380
C -0.61985 0.43706 0.24485
C -2.09376 0.11095 0.08714
H 3.50549 -0.50301 0.23489
H 2.40940 -0.41971 -1.32131
H -0.47454 1.60729 0.20104
H -2.52481 0.90110 -0.51903
H -2.67072 0.00635 0.96380
H -1.99312 -0.90153 -0.46701

Values from the calculation:
SMILES string = C=N/N=C/C
E_tot = -6185.6047 eV
Highest occupied orbital energy = -0.3224 Eh
ΔE to the lowest compared entry with this formula, charge and spin = 283.7 kJ/mol

Löwdin atomic charge list, values in e, 6 entries:
1 C -0.04
2 N -0.11
3 N -0.01
4 C -0.18
5 C -0.11
6 H 0.05

=====

An isolated molecule of C3H6N2 in a non-equilibrium geometry. Source: the Open Molecules 2025 dataset; level of theory: wB97M-V/def2-TZVPD.

Positions of all 11 atoms, in Å:
C -0.13078 0.22855 0.12781
C -2.46755 -0.02235 -0.20959
C 2.61251 -0.03640 0.26112
N 1.03948 0.09386 0.28978
N -1.28237 0.63783 0.16139
H -2.94254 0.23558 -1.15151
H -2.24435 -1.09233 -0.48120
H -3.28295 0.09836 0.63174
H 2.76418 -0.26978 -0.84507
H 3.07146 0.97772 0.31934
H 2.86289 -0.85104 0.89619

Values from the calculation:
Expectation value of S² = 2.021
E_tot = -6181.4806 eV
Multiplicity = 3
Highest occupied orbital energy (alpha / beta) = -0.1407 / -0.3584 Eh
ΔE to the lowest compared entry with this formula, charge and spin = 192.5 kJ/mol

Löwdin atomic charge list, values in e, 6 entries:
1 C -0.39
2 C -0.19
3 C -0.02
4 N 0.10
5 N 0.02
6 H 0.07

=====

A cluster of 2 separate species, C3H6N2O in total in a non-equilibrium geometry. Source: the Open Molecules 2025 dataset; level of theory: wB97M-V/def2-TZVPD.

Positions of all 12 atoms, in Å:
C -1.29211 -0.02445 -1.00634
C -0.71862 -0.31262 0.20226
N 0.61585 -0.45497 -0.04237
C 0.80585 -0.22300 -1.37508
N -0.33862 -0.11233 -1.99298
H -2.24797 0.39954 -1.26447
H -1.22676 -0.46185 1.13407
H 1.25605 -0.94821 0.55664
H 1.74470 -0.02998 -1.86913
O 0.63778 0.81132 2.80526
H 0.31590 1.57615 3.30071
H 0.06402 0.88919 2.02919

Values from the calculation:
SMILES string = c1c[nH]cn1.O
E_tot = -8235.4268 eV
Highest occupied orbital energy = -0.3312 Eh
ΔE to the lowest compared entry with this formula, charge and spin = 122.7 kJ/mol

Löwdin atomic charge list, values in e, 6 entries:
1 C -0.15
2 C -0.15
3 N 0.04
4 C -0.20
5 N 0.04
6 H 0.09

=====

A structure of composition C3H6N2O in a non-equilibrium geometry. Source: the Open Molecules 2025 dataset; level of theory: wB97M-V/def2-TZVPD.

Positions of all 12 atoms, in Å:
N 0.64214 -0.93154 -0.93837
C -0.45258 -0.38885 -0.33893
C -0.32464 0.34029 0.98703
O -0.36053 -0.55723 2.06863
C -0.44142 1.33705 -1.33253
N 0.55606 1.92206 -1.52046
H 0.47122 -1.56986 -1.70489
H 1.29362 -0.19320 -1.18069
H -1.30339 -1.09310 -0.32329
H 0.57405 0.96346 0.95442
H -1.19690 0.99296 1.04939
H 0.54237 -0.82204 2.27967

Values from the calculation:
E_tot = -8233.2791 eV
Highest occupied orbital energy = -0.3763 Eh
ΔE to the lowest compared entry with this formula, charge and spin = 329.9 kJ/mol

Löwdin atomic charge list, values in e, 6 entries:
1 N 0.07
2 C -0.22
3 C -0.29
4 O -0.04
5 C -0.17
6 N -0.01

=====

A structure of composition C3H6N2O in a non-equilibrium geometry. Source: the Open Molecules 2025 dataset; level of theory: wB97M-V/def2-TZVPD.

Positions of all 12 atoms, in Å:
N -0.95225 0.41152 1.43369
C -0.36579 0.69490 0.14065
C 1.13052 0.32842 0.18536
O 0.82061 -1.02116 -0.20471
C -0.32160 -0.45155 -0.84748
N -0.57319 -0.78538 -2.03507
H -1.96515 0.43855 1.38944
H -0.68648 -0.53420 1.70345
H -0.65265 1.68533 -0.22087
H 1.71032 0.80273 -0.61404
H 1.61278 0.38190 1.15636
H 0.23175 -1.43513 -2.07934

Values from the calculation:
E_tot = -8234.0187 eV
Highest occupied orbital energy = -0.3671 Eh
ΔE to the lowest compared entry with this formula, charge and spin = 258.6 kJ/mol

Löwdin atomic charge list, values in e, 6 entries:
1 N 0.05
2 C -0.27
3 C -0.13
4 O -0.06
5 C -0.40
6 N 0.17

=====

A cluster of 2 separate species, C3H6N2O in total in a non-equilibrium geometry. Source: the Open Molecules 2025 dataset; level of theory: wB97M-V/def2-TZVPD.

Positions of all 12 atoms, in Å:
N 0.33610 2.33245 -0.53100
C 0.33762 1.47160 0.26292
C 0.26547 0.98575 1.65514
O 0.30807 -0.15565 2.03364
H 0.16123 1.84106 2.34097
C -0.65205 -1.23234 -0.75225
N 0.51056 -0.35899 -0.77106
H -1.55610 -0.61781 -0.82585
H -0.68054 -1.75524 0.20725
H -0.65897 -1.96356 -1.56877
H 1.38667 -0.85872 -0.67574
H 0.54452 0.26742 -1.57254

Values from the calculation:
SMILES string = N#CC=O.CN
E_tot = -8233.9648 eV
Highest occupied orbital energy = -0.3397 Eh
ΔE to the lowest compared entry with this formula, charge and spin = 263.8 kJ/mol

Löwdin atomic charge list, values in e, 6 entries:
1 N 0.13
2 C -0.28
3 C -0.24
4 O 0.06
5 H 0.12
6 C -0.14